Entry 1:
C7H12S | the ωB97M-V functional and the def2-TZVPD basis

```
20
Properties=species:S:1:pos:R:3:forces:R:3:mulliken_charge:R:1
C -2.4544 -0.7419 -0.3962 -3.8 1.6 -0.7 -0.99
C -1.7066 0.4525 0.0602 1.7 2.2 -1.4 -0.33
C -0.3159 0.5680 -0.0337 -1.6 1.3 2.1 0.33
C 0.3958 2.0072 0.2854 0.8 -2.1 1.0 -1.08
C 0.5959 -0.6526 -0.0973 -2.2 -0.4 2.3 0.55
C 0.4358 -1.6919 0.8057 -1.2 4.0 0.0 -0.94
C 1.7052 -0.4435 -1.0451 1.6 0.6 -1.6 -0.69
H -3.0811 -0.1892 -1.2512 1.2 -1.9 1.1 0.26
H -3.3326 -0.8770 0.3435 1.5 -0.6 -0.9 0.27
H -1.9633 -1.6588 -0.7548 -0.1 0.6 0.5 0.38
H -2.5236 1.4021 0.0588 2.9 -2.2 0.5 0.15
H 1.4295 2.1118 -0.3599 -2.8 0.2 2.0 0.28
H -0.3897 2.7241 0.1326 0.1 0.7 -0.9 0.40
H 0.5175 2.1496 1.4832 0.5 -0.8 -2.8 0.23
H -0.1635 -1.5933 1.7659 0.1 0.1 -1.8 0.24
H 1.1188 -2.4408 0.9295 1.9 -2.1 -0.4 0.44
H 1.5578 0.6683 -1.5494 0.3 -3.5 0.5 0.25
H 1.9288 -1.3817 -1.7969 -0.5 2.7 1.8 0.32
H 2.9811 -0.3839 1.4607 0.1 0.6 -3.5 0.16
S 3.2645 -0.0292 -0.0410 -0.3 -0.9 2.3 -0.23
```
Positions in Å, forces in eV/Å.

The spin multiplicity is 1. The SMILES is C=C(CS)/C(C)=C\C. The energy above the lowest of the compared OMol25 structures with the same formula, charge and spin comes out at 122.34 kcal per mole.

=====

Entry 2:
C7H12S3 | the ωB97M-V functional and the def2-TZVPD basis

```
22
Properties=species:S:1:pos:R:3:forces:R:3:mulliken_charge:R:1
C 0.4040 1.6465 0.4542 0.7 2.4 2.2 0.37
C 0.0413 0.4928 -0.3841 0.0 0.1 0.7 0.44
C 1.2155 2.7056 -0.2268 0.1 0.3 0.0 -1.49
C 1.0070 -1.9312 1.0527 -0.1 -0.2 0.0 -1.16
C -2.2372 -0.5075 -0.5546 0.0 0.0 0.2 -1.62
C -0.3265 -1.9154 0.3158 0.1 0.2 0.3 -0.74
C -0.9197 -0.5024 0.2240 -0.3 -0.4 -0.2 0.19
S 0.1268 2.1960 2.1764 -0.2 -2.7 -3.8 -0.20
S 1.8880 1.1816 -2.7989 -0.3 -0.5 -0.2 -0.26
S 0.5375 0.0782 -1.9538 0.1 1.0 1.4 0.14
H 0.7632 3.0091 -1.1718 0.1 -0.1 -0.1 0.37
H 2.2166 2.3318 -0.4515 0.0 0.0 -0.1 0.35
H 1.3171 3.5828 0.4067 -0.1 -0.1 0.0 0.43
H 0.9086 -1.4294 2.0143 0.1 0.0 0.1 0.29
H 1.7822 -1.4224 0.4819 0.1 0.0 0.0 0.28
H 1.3292 -2.9568 1.2306 0.1 0.0 0.0 0.39
H -2.6636 0.4925 -0.5807 -0.1 0.1 -0.1 0.39
H -2.9512 -1.1743 -0.0775 -0.1 -0.1 0.0 0.43
H -2.0765 -0.8451 -1.5767 0.0 -0.1 -0.1 0.36
H -0.2065 -2.3371 -0.6843 -0.1 -0.1 -0.1 0.32
H -1.0384 -2.5396 0.8598 -0.1 0.0 -0.1 0.41
H -1.1175 -0.1557 1.2445 0.1 0.1 -0.1 0.32
```
Positions in Å, forces in eV/Å.

The spin multiplicity is 1. The energy above the lowest of the compared OMol25 structures with the same formula, charge and spin comes out at 0.00 kcal per mole.

=====

Entry 3:
C7H12Si | the ωB97M-V functional and the def2-TZVPD basis

```
20
Properties=species:S:1:pos:R:3:forces:R:3:mulliken_charge:R:1
C -0.4122 -1.6417 -0.9305 0.3 -1.9 -0.6 -0.62
C -0.7648 -1.0923 -2.1163 0.7 2.1 1.6 -0.55
C -0.1880 -0.7755 0.1317 -2.0 6.3 -3.0 0.25
C -0.4638 0.7606 -0.6475 0.4 -5.0 3.1 -0.27
C -0.9143 0.4065 -2.0429 0.9 -2.1 3.2 -0.39
C 1.7234 -0.6163 1.5066 0.4 -0.8 0.6 -0.87
C 0.2508 -1.0001 1.5226 1.6 -2.9 -2.1 -0.57
Si -0.5168 2.3241 0.3044 1.3 -0.8 3.6 0.29
H -0.2124 -2.7135 -0.7956 -0.3 0.3 -0.2 0.37
H -0.8620 -1.5469 -3.0224 -0.4 -1.6 -2.1 0.56
H -0.4073 1.0022 -2.7336 0.6 0.7 -1.6 0.43
H -1.9736 0.5120 -2.0859 -1.2 0.6 -0.3 0.27
H 1.9700 -0.8221 2.6090 0.9 0.7 -1.8 0.30
H 1.7618 0.4353 1.1594 0.5 -0.6 0.6 0.26
H 2.2464 -1.2762 0.7330 -0.3 0.9 1.4 0.27
H -0.2204 -0.3549 2.1356 -1.8 2.0 2.3 0.35
H 0.2009 -2.0589 1.9653 -0.5 1.3 -1.1 0.32
H 0.8543 2.6274 1.0471 -0.9 -0.4 -0.9 -0.11
H -1.3433 2.3342 1.7099 0.4 -0.1 -1.9 -0.11
H -0.7288 3.4961 -0.4500 -0.6 1.0 -0.9 -0.19
```
Positions in Å, forces in eV/Å.

The spin multiplicity is 1. The SMILES is CCC1=C([SiH3])CC=C1. The energy above the lowest of the compared OMol25 structures with the same formula, charge and spin comes out at 88.89 kcal per mole.

=====

Entry 4:
C7H12Si | the ωB97M-V functional and the def2-TZVPD basis

```
20
Properties=species:S:1:pos:R:3:forces:R:3:mulliken_charge:R:1
C 0.7846 -0.6116 1.1539 0.8 -1.1 -1.7 -0.32
C 0.6637 -1.0840 -0.1016 0.8 2.2 3.3 0.13
C -1.4284 -0.8207 2.1293 0.5 0.4 -0.1 -1.06
C -0.2325 -0.2449 2.0570 -3.1 -0.2 2.1 1.01
C 0.7871 -0.9923 -1.3651 -0.8 -4.0 -3.2 -0.59
C 0.0810 0.5973 3.2388 -1.3 3.5 -0.7 -1.48
C -0.6552 0.7994 -3.5112 0.2 1.5 1.1 -0.87
Si 0.9461 0.4181 -2.4793 -1.0 1.1 -1.1 0.27
H 1.7266 -0.6081 1.6847 0.7 -0.2 -0.6 0.38
H 0.6660 -1.9680 -1.9839 0.2 1.2 1.1 0.23
H -1.5975 -1.6052 1.4797 -0.9 -1.5 -1.3 0.32
H -2.1372 -0.6163 2.9065 -0.2 0.2 0.2 0.33
H -0.7888 1.2583 3.6730 1.3 -1.5 -1.2 0.35
H 0.8109 1.3212 2.9085 0.6 0.4 0.5 0.40
H 0.4008 0.0388 4.0494 1.1 -1.2 1.5 0.34
H -0.9715 0.0016 -4.1745 0.0 -0.3 0.2 0.30
H -1.3100 0.8811 -2.6046 -0.3 0.0 -1.2 0.23
H -0.7155 1.7802 -4.1305 0.4 -1.6 1.3 0.27
H 1.8747 0.0773 -3.5750 0.8 0.2 0.4 -0.13
H 1.0952 1.3779 -1.3549 0.5 0.8 -0.7 -0.11
```
Positions in Å, forces in eV/Å.

The spin multiplicity is 1. The SMILES is C=C(C)C=C=C[SiH2]C. The energy above the lowest of the compared OMol25 structures with the same formula, charge and spin comes out at 71.18 kcal per mole.

=====

Entry 5:
C7H13BN2OS2 | the ωB97M-V functional and the def2-TZVPD basis

```
26
Properties=species:S:1:pos:R:3:forces:R:3:mulliken_charge:R:1
C -0.0882 -3.3366 -0.1336 1.2 0.7 0.4 -0.87
C 0.1907 -1.7013 0.0819 -1.0 -0.6 -0.6 -0.23
S 2.0792 -1.5741 0.3255 -0.8 0.9 -0.8 -0.13
C 2.6719 -0.0034 -0.5835 -0.5 1.0 -0.6 -0.53
B 2.4135 1.2369 0.4938 -0.4 -0.1 -1.6 0.19
C 1.5196 2.5926 0.1522 0.6 0.2 0.2 -0.48
C 0.0830 2.4296 0.9253 1.1 -0.5 1.6 -0.47
S -1.4268 2.8273 -0.1169 -0.7 -2.8 0.3 -0.12
C -2.3887 1.1754 -0.1378 -0.9 -2.9 1.7 0.41
N -2.6482 0.2363 1.0366 -0.3 2.3 -6.7 -0.24
N -3.3693 -0.8530 0.5049 0.6 3.0 -6.3 -0.27
C -3.5522 -0.6199 -0.9842 1.2 0.7 4.3 0.01
O -2.9566 0.6802 -1.4300 0.0 -2.8 5.6 -0.26
H 0.7645 -3.8641 0.5126 -2.2 0.8 -1.3 0.26
H 0.1332 -3.6414 -1.2572 -0.7 0.7 2.4 0.24
H -1.1670 -3.6067 0.2292 2.2 0.4 -0.8 0.30
H -0.1625 -1.1683 -0.9163 0.8 -0.8 2.2 0.17
H -0.4001 -1.2865 1.0322 1.4 -0.9 -2.2 0.22
H 2.0508 0.1118 -1.5742 1.2 -0.3 1.8 0.22
H 3.8032 -0.1033 -0.8787 -2.2 -0.1 0.7 0.30
H 2.8982 1.1083 1.5749 0.0 0.1 0.0 -0.08
H 1.4474 2.7468 -1.0059 -0.2 -0.1 2.2 0.29
H 2.0971 3.4983 0.6520 -1.3 -1.7 -1.2 0.20
H 0.0686 3.1755 1.8542 -0.1 -1.7 -2.1 0.36
H 0.0349 1.3244 1.3645 -0.4 2.4 -1.0 0.19
H -4.0962 -1.3847 -1.7213 1.4 2.3 1.7 0.32
```
Positions in Å, forces in eV/Å.

The spin multiplicity is 1. The SMILES is CCSCBCCSc1nnco1.

=====

Entry 6:
C7H13BN3O3 | the ωB97M-V functional and the def2-TZVPD basis

```
27
Properties=species:S:1:pos:R:3:forces:R:3:mulliken_charge:R:1
B 3.5930 -0.2242 0.2267 1.2 -1.2 -0.7 0.38
C 0.3911 1.3506 -0.2481 2.6 1.5 -1.5 -0.04
C 0.6522 0.0487 -0.0448 5.6 -3.2 3.0 -0.05
C -1.4679 0.2161 -0.1665 -0.4 0.4 0.8 0.02
C -2.8885 -0.1794 -0.1390 -0.9 1.0 -1.0 0.87
C 5.0069 -0.9615 0.3092 -0.8 -1.4 0.2 -0.94
C -1.7374 2.6463 -0.2506 -1.6 -1.2 -1.8 -0.86
C -4.3871 -1.8862 0.1070 -1.1 -0.9 0.7 -0.64
N -0.9445 1.4570 -0.3495 -0.1 -2.4 0.1 0.13
N -0.4831 -0.6375 0.1549 0.3 4.0 -1.7 0.02
N 2.4111 -0.8937 0.5899 -3.6 2.2 -1.4 -0.37
O -3.7878 0.6290 -0.2676 1.1 -0.7 0.4 -0.57
O 3.5537 0.9309 -0.4661 1.8 2.2 -1.9 -0.62
O -3.0120 -1.5035 -0.0842 -0.2 1.0 0.2 -0.32
H 1.1396 2.1334 -0.5812 -1.3 -0.9 1.0 0.39
H 5.1192 -1.5565 -0.6258 0.1 1.0 0.1 0.33
H 5.0943 -1.8081 1.0121 0.1 0.8 0.3 0.32
H 5.7698 -0.1988 0.4477 0.3 -0.4 0.0 0.26
H -2.5674 2.4360 -0.9541 0.5 1.3 0.1 0.31
H -2.1720 2.4657 0.6692 -1.2 0.8 2.1 0.40
H -1.1872 3.5533 -0.2927 0.4 0.5 -0.4 0.36
H -4.6607 -2.6330 -0.6411 0.3 -0.1 0.3 0.26
H -5.0991 -1.0670 0.0046 0.5 0.1 -0.1 0.34
H -4.4585 -2.2420 1.1521 0.0 -0.2 -0.7 0.28
H -0.5647 -1.5798 0.2348 -0.5 -3.3 0.4 0.18
H 2.2481 -1.7284 1.1408 -0.4 0.4 -0.2 0.23
H 4.4388 1.2325 -0.9376 -2.8 -1.2 1.8 0.33
```
Positions in Å, forces in eV/Å.

The spin multiplicity is 1. As for the net charge: +1. The energy above the lowest of the compared OMol25 structures with the same formula, charge and spin comes out at 72.25 kcal per mole.

=====

In hartree/bohr, the largest force on an atom values for the records above are, in order, 0.082, 0.090, 0.142, 0.102, 0.139, 0.138.
In eV, the E_tot values for the records above are, in order, -18283.9274, -39957.1883, -15326.6492, -15327.4173, -34836.8088, -18751.2554.